The following is a DFT calculation (ωB97M-V/def2-TZVPD) of a cluster of 8 separate species, C28H42NO24 in total.

Values from the calculation:
HOMO energy = -7.4 eV
Multiplicity = 1
Relative energy (zero: lowest compared OMol25 entry of this formula, charge and spin) = 0.0 kcal per mole
Charge = -1
Kohn-Sham gap = 9.2 eV

CARTESIAN COORDINATES (ANGSTROEM)
O 32.9110 43.5850 42.0480
O 40.4590 42.8260 41.5670
O 36.0510 37.5680 32.9120
O 43.6280 38.3130 40.0810
O 37.6230 34.2850 39.3150
O 30.9390 42.7700 38.2670
O 37.2940 40.5680 38.7450
O 32.6330 41.3640 38.7740
O 36.6940 36.3000 39.4320
O 36.1730 35.3830 32.4250
O 36.4590 45.2960 39.0150
O 34.0150 41.6610 41.6410
O 32.1370 41.5400 36.7420
O 37.6740 35.7850 37.6110
O 41.8530 43.3230 40.0040
O 41.9470 44.4590 42.0290
O 37.3400 36.9260 31.2450
O 34.1030 42.5860 43.5630
O 38.6050 41.2330 37.2070
O 42.1260 36.6260 40.0230
O 34.8080 46.4190 38.1230
O 34.6500 44.2000 38.4070
O 41.5530 38.5950 40.9630
O 36.6850 40.4620 36.6110
N 37.5530 40.7330 37.5330
C 32.4550 39.0360 38.7290
C 37.0570 37.1220 37.3360
C 35.4620 43.0700 38.8880
C 40.0630 41.9920 40.5290
C 33.2210 40.1850 38.1820
C 31.7540 41.9580 37.9510
C 41.6550 41.2480 38.7140
C 34.9240 41.4400 43.7900
C 40.9710 42.4430 39.3220
C 36.8410 43.9340 40.9510
C 36.3980 36.5600 32.1860
C 41.4240 43.6160 41.2390
C 34.5920 40.6090 42.4510
C 36.7260 43.9580 39.4250
C 37.5070 38.3290 31.2110
C 39.0960 38.1860 40.8420
C 33.0610 40.5040 36.7630
C 36.5400 38.8430 32.2990
C 37.2490 35.3490 38.7650
C 33.6340 42.7600 42.4360
C 35.8080 39.9320 41.8350
C 36.3330 37.1110 35.9910
C 36.1410 37.3160 38.6030
C 40.7750 36.4560 40.4080
C 42.5140 37.8420 40.3590
C 35.3560 45.3720 38.4210
C 37.2830 39.6570 33.4340
C 40.4940 37.7250 41.2310
H 36.6830 39.9700 34.2860
H 37.8750 37.7160 37.2150
H 31.3700 39.2670 38.4860
H 36.0090 38.1510 35.8140
H 34.6540 40.9760 44.6860
H 36.5680 38.2880 39.1120
H 35.9670 44.1790 41.5430
H 35.5320 36.4760 36.1160
H 40.9630 40.5370 38.3720
H 40.5570 37.4820 42.1720
H 37.0440 36.6670 35.3030
H 42.3730 40.6860 39.4160
H 40.3130 40.9460 40.7190
H 40.5350 35.5180 40.7090
H 35.6590 39.8870 40.7410
H 32.7390 37.9940 38.2760
H 40.3750 36.4490 39.4680
H 38.1010 39.1500 33.9360
H 39.0100 38.9860 41.5730
H 37.5020 43.6220 38.6980
H 39.0750 41.9040 40.2580
H 34.3000 40.3210 38.3230
H 36.8360 40.5050 41.9090
H 37.2150 38.8160 30.2980
H 38.6360 38.6250 31.4710
H 35.7410 42.4120 38.0970
H 42.2860 41.4750 37.8920
H 40.4140 42.8590 38.5240
H 34.9190 42.8710 39.6440
H 33.6820 39.9500 42.6970
H 38.3360 37.5200 41.2260
H 36.0130 38.9940 42.1940
H 37.1700 42.9240 41.2560
H 32.8260 39.7170 36.0190
H 35.5820 39.4560 32.0810
H 36.0370 41.7470 43.8340
H 35.1710 37.3830 38.2970
H 33.9510 40.9470 36.2890
H 32.5560 39.0730 39.8350
H 37.4870 40.5050 32.7990
H 37.5830 44.5980 41.2800
H 38.8530 38.3710 39.9020